Molecular formula: H8N5OP
Method: DFT, wB97M-V/def2-TZVPD

Element x y z (Å)
N1 -2.86 1.31 -0.13
N2 3.34 -0.14 0.69
N3 -0.12 -0.59 1.08
N4 -1.91 0.22 -0.44
N5 2.75 -0.50 -0.32
O1 0.00 -0.84 -1.49
P1 -0.22 0.25 -0.36
H1 -2.48 2.26 -0.42
H2 -3.18 1.29 0.87
H3 2.62 -0.19 1.42
H4 0.97 -1.23 -1.49
H5 -1.05 -0.52 1.48
H6 0.69 -0.57 1.57
H7 -2.07 -0.37 -1.31
H8 3.51 -0.39 -1.12

For the energy, the calculation gives -694.98277 a.u. Its expectation value of S² is 2.01. As for the frontier orbital gap (alpha / beta): 8.569 / 5.670 eV. The spin multiplicity is 3. The value obtained for the HOMO energy (alpha / beta) is -0.2730 / -0.2894 hartree.

Results of the Mulliken charge analysis, in e, for atoms 1 through 2: atom 1 (N): -0.53, atom 2 (N): -0.55

Molecular formula: H8N6
Method: DFT, wB97M-V/def2-TZVPD

Element x y z (Å)
N1 0.38 0.61 1.23
N2 1.37 -0.78 -1.35
N3 -2.00 -0.58 -0.33
N4 -0.42 1.59 0.73
N5 0.18 -0.96 -0.66
N6 -0.88 -0.28 -1.03
H1 1.41 0.77 1.40
H2 0.13 0.20 2.12
H3 1.52 -1.60 -2.03
H4 1.15 0.09 -1.82
H5 -2.71 -0.02 -0.81
H6 -2.06 -0.29 0.64
H7 0.15 2.34 0.28
H8 0.45 -1.20 0.32

For the energy, the calculation gives -333.09789 a.u. As for the energy above the lowest of the compared OMol25 structures with the same formula, charge and spin: 254.7 kJ/mol. As for the frontier orbital gap (alpha / beta): 8.816 / 7.254 eV. The spin multiplicity is 1. The value obtained for the HOMO energy (alpha / beta) is -0.2856 / -0.2337 hartree.

Results of the Mulliken charge analysis, in e, for atoms 1 through 2: atom 1 (N): -0.28, atom 2 (N): -0.63

Molecular formula: H8O4
Method: DFT, wB97M-V/def2-TZVPD

Element x y z (Å)
O1 -0.44 -1.50 -0.50
H1 0.45 -1.32 -0.81
H2 -0.41 -1.33 0.46
O2 0.10 -1.17 2.44
H3 0.57 -1.99 2.62
H4 0.78 -0.56 2.15
O3 0.21 0.92 -2.45
H5 0.89 0.63 -3.07
H6 0.55 1.74 -2.07
O4 -1.10 1.37 0.11
H7 -1.37 2.11 0.68
H8 -0.24 1.11 0.44

For the energy, the calculation gives -305.73155 a.u. As for the energy above the lowest of the compared OMol25 structures with the same formula, charge and spin: 125.1 kJ/mol. As for the frontier orbital gap: 10.798 eV. The spin multiplicity is 1. The value obtained for the HOMO energy is -0.3873 hartree.

Results of the Mulliken charge analysis, in e, for atoms 1 through 2: atom 1 (O): -0.60, atom 2 (H): 0.29

Molecular formula: H8O4
Method: DFT, wB97M-V/def2-TZVPD

Element x y z (Å)
O1 -0.56 -1.93 0.08
H1 -1.49 -1.95 -0.18
H2 -0.18 -2.72 -0.34
O2 -0.70 1.08 -0.10
H3 -1.64 0.88 -0.23
H4 -0.31 0.25 0.21
O3 2.54 -2.05 0.88
H5 2.54 -3.01 0.76
H6 1.84 -1.73 0.31
O4 -0.62 3.94 -0.14
H7 -0.88 4.27 -1.00
H8 -0.54 2.97 -0.25

For the energy, the calculation gives -305.74484 a.u. As for the energy above the lowest of the compared OMol25 structures with the same formula, charge and spin: 90.2 kJ/mol. As for the frontier orbital gap: 10.699 eV. The spin multiplicity is 1. The value obtained for the HOMO energy is -0.3931 hartree.

Results of the Mulliken charge analysis, in e, for atoms 1 through 2: atom 1 (O): -0.61, atom 2 (H): 0.28

Copy entry 4 word for word.
Molecular formula: H8O4
Method: DFT, wB97M-V/def2-TZVPD

Element x y z (Å)
O1 -0.56 -1.93 0.08
H1 -1.49 -1.95 -0.18
H2 -0.18 -2.72 -0.34
O2 -0.70 1.08 -0.10
H3 -1.64 0.88 -0.23
H4 -0.31 0.25 0.21
O3 2.54 -2.05 0.88
H5 2.54 -3.01 0.76
H6 1.84 -1.73 0.31
O4 -0.62 3.94 -0.14
H7 -0.88 4.27 -1.00
H8 -0.54 2.97 -0.25

For the energy, the calculation gives -305.74484 a.u. As for the energy above the lowest of the compared OMol25 structures with the same formula, charge and spin: 90.2 kJ/mol. As for the frontier orbital gap: 10.699 eV. The spin multiplicity is 1. The value obtained for the HOMO energy is -0.3931 hartree.

Results of the Mulliken charge analysis, in e, for atoms 1 through 2: atom 1 (O): -0.61, atom 2 (H): 0.28